No. 1
This record from the Open Molecules 2025 dataset describes C32H29BrNP2ReS as an isolated structure at a distorted geometry. The level of theory is ωB97M-V/def2-TZVPD.

The molecular weight is 787.72 g/mol. The value obtained for the energy is -5024.5445 a.u. As for the expectation value of S²: 3.794.

Geometry as ORCA input:
```
! wB97M-V def2-TZVPD RIJCOSX def2/J DEFGRID3
* xyz 1 4
Re 0.27262 -0.94171 -0.78220
C -0.69068 4.04759 2.79620
C 0.65232 3.73849 2.94500
C 1.15122 2.54559 2.45430
C 0.29142 1.65999 1.81510
C -1.05808 1.96949 1.65970
C -1.54578 3.16669 2.15200
P 0.85732 0.00569 1.33580
C 0.75372 -0.96571 2.85220
C 1.50232 -2.13591 2.97110
C 1.45602 -2.85171 4.15130
C 0.68132 -2.39891 5.20940
C -0.06868 -1.24191 5.08430
C -0.05068 -0.52891 3.90120
C 2.56802 -0.20691 0.75710
C 3.78262 -0.07881 1.41480
C 4.90782 -0.61411 0.80720
C 4.80662 -1.26801 -0.41130
C 3.58662 -1.38371 -1.06920
C 2.45152 -0.85531 -0.48640
H -1.07328 4.97789 3.18370
H 1.31192 4.42079 3.45700
H 2.19672 2.29619 2.55720
H -1.71438 1.26539 1.16230
H -2.59468 3.40199 2.05150
H 2.11822 -2.47051 2.14530
H 2.03712 -3.75471 4.25590
H 0.66962 -2.94881 6.13790
H -0.65778 -0.87921 5.91330
H -0.64588 0.36779 3.79140
H 3.84742 0.39539 2.38540
H 5.86662 -0.53691 1.29890
H 5.68652 -1.71061 -0.85270
H 3.52722 -1.90731 -2.01360
Br 0.23072 -2.02901 -3.26120
C -1.60178 -1.46351 -3.59820
C -2.07758 -1.44871 -4.87650
C -3.42758 -1.12971 -5.08310
C -4.26128 -0.90181 -4.02230
C -3.77428 -0.92301 -2.69870
C -4.61388 -0.75671 -1.57900
C -4.10938 -0.82301 -0.30970
C -2.72958 -0.96541 -0.10200
C -1.85628 -1.06521 -1.16160
C -2.38538 -1.14311 -2.47180
H -1.43248 -1.69981 -5.70380
H -3.80458 -1.10021 -6.09100
H -5.31408 -0.72121 -4.18240
H -5.67018 -0.61501 -1.75040
H -4.76358 -0.75351 0.54590
H -2.36628 -1.01141 0.91940
C -1.09868 2.21639 -2.11500
P 0.43472 1.23169 -1.92710
C 1.61532 2.46429 -1.26160
C 1.04722 1.14719 -3.64770
H -0.90978 3.07189 -2.76000
H -1.42138 2.56879 -1.13560
H -1.88488 1.60029 -2.55330
H 1.53082 3.38709 -1.83660
H 2.62782 2.07249 -1.36340
H 1.43332 2.67939 -0.21010
H 1.32192 2.14259 -3.99430
H 0.28332 0.74039 -4.30740
H 1.92422 0.50219 -3.67790
S -0.07348 -5.31951 0.84130
C 0.06412 -3.82711 0.35320
N 0.17972 -2.70691 -0.00910
*
```

=====

No. 2
This record from the Open Molecules 2025 dataset describes C10H15AlN5O3S2 as an isolated structure. The level of theory is ωB97M-V/def2-TZVPD.

The molecular weight is 344.38 g/mol. The value obtained for the energy is -1928.2895 a.u. The value obtained for the energy relative to the best compared isomer or geometry (same formula, charge and spin) is 0.0 kcal/mol.

Geometry as ORCA input:
```
! wB97M-V def2-TZVPD RIJCOSX def2/J DEFGRID3
* xyz 1 1
Al -0.53581 -0.28752 -0.07194
S -0.57000 0.51003 1.99263
C -1.29484 1.86216 1.10558
S -1.48432 1.64638 -0.63657
C -1.66487 2.99997 1.73866
C -2.23046 4.09774 1.01039
N -2.68258 4.97859 0.42656
C -1.48760 3.13920 3.15523
N -1.35093 3.24545 4.29174
C -4.04176 -2.30819 -1.02861
O -3.35394 -2.90137 0.10885
C -2.13217 -2.54096 0.33219
O -1.51488 -1.74368 -0.42536
N -1.56227 -3.11786 1.38596
N -0.25819 -2.76663 1.73222
H -5.02709 -2.75614 -1.02166
H -3.51393 -2.54977 -1.94612
H -4.10661 -1.23171 -0.89469
H -2.11104 -3.76058 1.94027
H 0.34112 -3.58234 1.68666
H -0.25025 -2.38850 2.67305
C 3.91894 1.42858 -1.33937
N 2.92504 0.50558 -0.77094
C 3.15690 -0.05461 0.56840
C 1.83466 0.19877 -1.41828
C 1.52372 0.78191 -2.75385
O 1.00040 -0.63455 -0.89005
H 4.78352 1.45006 -0.68609
H 3.51155 2.43567 -1.41458
H 4.24320 1.09396 -2.32138
H 4.03635 0.41521 0.99422
H 3.31595 -1.12988 0.50280
H 2.30504 0.14515 1.21392
H 2.40313 0.89175 -3.38223
H 1.08382 1.77272 -2.60496
H 0.79024 0.15538 -3.25265
*
```

=====

No. 3
This record from the Open Molecules 2025 dataset describes a 3-piece molecular cluster, C12H25N2O6S2 overall at a distorted geometry. The level of theory is ωB97M-V/def2-TZVPD.

The molecular weight is 357.47 g/mol. The value obtained for the energy is -1829.5239 a.u.

Geometry as ORCA input:
```
! wB97M-V def2-TZVPD RIJCOSX def2/J DEFGRID3
* xyz -1 1
C 1.07505 2.88696 0.70385
C 1.93324 3.08113 -0.63908
N 2.88059 1.94107 -0.72632
N 4.21573 2.46479 -0.81495
C 4.76041 2.46777 0.57906
C 5.75400 3.67906 0.83225
O 5.65548 4.37559 1.86151
O 6.64292 3.86811 -0.09094
H 0.06685 2.50777 0.41727
H 1.06695 3.86198 1.24925
H 1.59025 2.13472 1.35289
H 1.24381 3.18314 -1.51634
H 2.50221 4.04336 -0.53349
H 2.66105 1.31014 -1.49437
H 4.74496 1.76738 -1.33782
H 5.37637 1.53281 0.74049
H 3.92353 2.47408 1.32360
C 1.52367 -2.99298 2.05760
C 0.18924 -3.34602 1.39181
C -0.66925 -2.07778 1.38476
S 0.47431 -0.69915 1.35465
O 0.34734 0.03007 2.59051
O 0.40136 -0.05284 0.06666
C 1.96649 -1.67755 1.42558
H 2.26844 -3.77690 1.91335
H 1.37598 -2.86055 3.13318
H 0.37150 -3.67367 0.36413
H -0.31833 -4.16134 1.90972
H -1.31168 -2.03116 0.50795
H -1.27087 -1.99768 2.28962
H 2.72475 -1.15425 2.00537
H 2.31411 -1.82943 0.40279
C -3.52686 -1.14838 -2.56795
C -5.04140 -1.26996 -2.76887
C -5.66371 -1.57098 -1.40158
S -4.56594 -0.84611 -0.18311
O -3.98284 -1.91087 0.59937
O -5.21300 0.28882 0.42545
C -3.34053 -0.25983 -1.34346
H -3.03436 -0.72805 -3.44525
H -3.09893 -2.13763 -2.38118
H -5.43425 -0.32417 -3.15199
H -5.29178 -2.04576 -3.49402
H -6.65363 -1.12862 -1.30238
H -5.71555 -2.64321 -1.21251
H -2.34613 -0.33500 -0.90377
H -3.57158 0.78109 -1.57330
*
```

=====

> Which of these has the lowest molecular weight?

C10H15AlN5O3S2

=====

> The highest molecular weight belongs to which entry?

C32H29BrNP2ReS

=====

> Number 1 is which compound?

C32H29BrNP2ReS